# 1
Below is C7H11N as an isolated structure in a non-equilibrium geometry, with properties calculated with ωB97M-V with the def2-TZVPD basis set.

Structure (XYZ):
```
19
Properties=species:S:1:pos:R:3:lowdin_charge:R:1
C -0.552 -1.461 -1.291 -0.054
C 0.767 -0.556 -1.667 -0.118
C 0.093 0.341 -0.806 -0.378
C 0.347 1.459 0.228 -0.136
C 0.796 0.740 1.541 -0.042
C -0.718 0.120 1.266 -0.242
C -0.245 -0.768 0.158 -0.233
H -0.614 -2.496 -1.192 0.077
H -1.373 -1.309 -1.697 0.008
H 1.571 -1.384 -1.211 0.157
H 1.132 -0.448 -2.763 0.122
H -0.946 0.458 -1.330 0.177
H 0.502 2.574 0.242 0.137
H 0.826 1.064 2.627 0.123
H 1.456 -0.029 1.635 0.047
H -1.456 -0.659 1.830 0.167
H -1.195 2.008 1.414 -0.007
H 0.851 -1.126 0.346 0.128
N -1.242 1.472 0.670 0.068
```

Summary:
- total charge = 0
- M (g mol⁻¹) = 109.172
- DFT total energy (hartree) = -327.743942
- multiplicity = 1
- frontier orbital gap (Eh) = 0.3880
- HOMO energy (eV) = -9.413

# 2
Below is a 8-piece molecular cluster, C45H84BF4N13O overall in a non-equilibrium geometry, with properties calculated with ωB97M-V with the def2-TZVPD basis set.

Structure (XYZ):
```
148
Properties=species:S:1:pos:R:3:lowdin_charge:R:1
C 2.220 0.492 -0.278 -0.038
C 2.838 0.296 -1.664 -0.425
C 2.956 1.672 -2.361 -0.111
C 3.828 1.762 -3.682 -0.115
C 5.186 1.280 -3.217 -0.140
C 5.311 -0.083 -2.488 -0.433
N 4.229 -0.223 -1.424 0.094
O 4.301 -1.304 -0.759 0.175
C 6.740 -0.165 -1.914 0.007
C 5.131 -1.160 -3.516 -0.004
C 1.981 -0.682 -2.505 0.027
H 1.223 0.932 -0.277 0.075
H 2.809 1.146 0.368 0.085
H 2.066 -0.438 0.270 0.088
H 3.441 2.370 -1.674 0.126
H 1.960 2.101 -2.474 0.121
H 3.827 2.803 -4.000 0.132
H 3.379 1.167 -4.477 0.114
H 5.829 2.025 -2.745 0.136
H 5.772 1.218 -4.138 0.145
H 7.415 -0.194 -2.770 0.117
H 6.917 -1.170 -1.528 0.095
H 6.981 0.644 -1.228 0.099
H 5.974 -1.195 -4.206 0.128
H 4.255 -1.077 -4.157 0.089
H 5.107 -2.186 -3.142 0.110
H 2.301 -0.790 -3.539 0.085
H 0.962 -0.296 -2.454 0.094
H 1.831 -1.679 -2.089 0.090
C 0.765 3.773 1.369 -0.033
C -0.047 3.259 2.590 -0.139
N -0.594 4.374 3.326 -0.061
C -1.628 5.201 3.090 -0.018
C -1.780 6.150 4.092 0.039
N -0.798 5.806 4.971 -0.088
C -0.031 4.773 4.499 0.031
C -0.605 6.551 6.247 0.060
H 0.178 4.225 0.569 0.062
H 1.304 2.961 0.879 0.045
H 1.593 4.467 1.521 0.091
H 0.656 2.670 3.175 0.101
H -0.910 2.678 2.275 0.115
H -2.211 5.082 2.190 0.133
H -2.546 6.890 4.259 0.155
H 0.901 4.429 4.918 0.162
H -1.173 5.943 6.952 0.114
H -0.824 7.614 6.223 0.121
H 0.390 6.223 6.549 0.101
C -0.281 -3.583 0.381 -0.023
C 0.162 -5.070 0.724 -0.132
N 1.429 -5.095 1.439 -0.056
C 2.658 -4.988 0.785 0.027
C 3.611 -5.115 1.760 0.005
N 2.996 -5.390 2.969 -0.092
C 1.642 -5.395 2.735 0.032
C 3.596 -5.871 4.168 0.017
H -0.508 -3.030 1.292 0.072
H -1.231 -3.563 -0.154 0.049
H 0.410 -3.073 -0.288 0.065
H 0.162 -5.778 -0.104 0.128
H -0.542 -5.506 1.434 0.098
H 2.742 -4.879 -0.284 0.144
H 4.686 -5.213 1.736 0.146
H 0.913 -5.832 3.399 0.168
H 2.878 -6.270 4.882 0.120
H 4.004 -4.992 4.671 0.092
H 4.415 -6.564 3.980 0.127
C -6.212 6.275 -3.947 -0.060
C -5.235 5.567 -4.886 -0.132
N -4.268 4.690 -4.190 -0.028
C -3.388 3.899 -4.846 -0.022
C -2.411 3.507 -3.923 -0.007
N -2.877 3.890 -2.694 -0.079
C -3.965 4.631 -2.868 0.007
C -2.187 3.587 -1.425 0.019
H -5.769 7.194 -3.566 0.094
H -6.656 5.640 -3.179 0.084
H -7.104 6.520 -4.524 0.101
H -4.665 6.331 -5.412 0.146
H -5.851 4.969 -5.557 0.135
H -3.423 3.777 -5.917 0.151
H -1.525 2.906 -4.049 0.128
H -4.502 5.180 -2.110 0.170
H -2.854 3.189 -0.664 0.094
H -1.731 4.515 -1.078 0.098
H -1.331 2.929 -1.566 0.089
C 2.591 1.238 4.993 -0.046
C 2.521 0.286 3.794 -0.174
N 3.758 -0.499 3.627 -0.029
C 3.979 -1.843 4.009 0.015
C 5.286 -2.086 3.732 -0.027
N 5.853 -1.037 3.057 -0.048
C 4.883 -0.065 3.027 0.013
C 7.268 -0.957 2.625 0.043
H 3.279 2.062 4.806 0.087
H 2.943 0.686 5.864 0.094
H 1.591 1.604 5.224 0.077
H 2.237 0.860 2.911 0.094
H 1.696 -0.420 3.883 0.127
H 3.188 -2.458 4.407 0.129
H 5.722 -3.071 3.802 0.139
H 5.046 0.929 2.641 0.171
H 7.901 -1.842 2.611 0.118
H 7.779 -0.210 3.233 0.115
H 7.317 -0.499 1.637 0.089
C -5.634 -0.085 -6.083 -0.029
C -4.666 0.912 -5.417 -0.175
N -4.250 0.540 -4.069 -0.017
C -2.945 0.239 -3.633 -0.010
C -2.913 0.010 -2.277 -0.004
N -4.234 0.023 -1.890 -0.068
C -4.995 0.468 -2.917 0.031
C -4.695 -0.300 -0.529 0.037
H -6.484 -0.313 -5.441 0.082
H -5.126 -0.991 -6.414 0.090
H -6.064 0.291 -7.011 0.099
H -5.015 1.943 -5.482 0.107
H -3.717 1.035 -5.941 0.124
H -2.122 0.299 -4.328 0.131
H -2.075 -0.238 -1.642 0.110
H -6.074 0.428 -2.917 0.173
H -4.037 -1.012 -0.036 0.066
H -5.678 -0.767 -0.557 0.115
H -4.699 0.612 0.066 0.110
C -2.790 -5.576 -1.597 -0.039
C -3.915 -5.808 -0.531 -0.118
N -3.648 -4.991 0.646 -0.039
C -3.837 -3.634 0.737 -0.030
C -3.463 -3.267 1.968 -0.052
N -3.072 -4.339 2.719 -0.053
C -3.215 -5.446 1.864 0.065
C -2.598 -4.238 4.076 0.014
H -1.821 -5.930 -1.245 0.057
H -2.653 -4.511 -1.796 0.061
H -3.033 -6.043 -2.550 0.096
H -3.920 -6.859 -0.244 0.138
H -4.879 -5.595 -0.990 0.140
H -4.255 -3.050 -0.065 0.126
H -3.671 -2.294 2.385 0.143
H -2.932 -6.438 2.182 0.171
H -2.213 -3.234 4.259 0.107
H -1.627 -4.712 4.236 0.088
H -3.301 -4.562 4.840 0.123
B -1.166 0.082 1.007 -1.368
F -0.759 -0.537 -0.155 0.112
F -0.042 0.529 1.734 0.099
F -1.937 1.168 0.613 0.122
F -1.863 -0.812 1.787 0.144
```

Summary:
- total charge = +6
- M (g mol⁻¹) = 910.061
- DFT total energy (hartree) = -2974.310512
- multiplicity = 1
- frontier orbital gap (Eh) = 0.2084
- HOMO energy (eV) = -20.965

# 3
Below is a 2-piece molecular cluster, C4H9NS overall in a non-equilibrium geometry, with properties calculated with ωB97M-V with the def2-TZVPD basis set.

Structure (XYZ):
```
15
Properties=species:S:1:pos:R:3:lowdin_charge:R:1
C 1.158 -1.261 -0.527 -0.154
C 2.226 -1.789 0.366 -0.081
C -1.290 3.067 0.039 -0.071
C -1.039 -0.554 0.241 -0.516
N -0.003 -1.081 -0.057 -0.076
S -2.545 -1.407 0.077 0.716
H 1.558 -0.912 -1.407 0.091
H 1.843 -2.270 1.172 0.030
H 2.736 -2.662 -0.012 0.068
H 2.995 -1.098 0.778 0.096
H -1.937 2.294 0.364 -0.038
H -1.518 3.800 0.840 0.018
H -0.252 2.626 0.106 0.031
H -1.645 3.413 -0.978 0.037
H -2.288 -2.167 -1.002 -0.151
```

Summary:
- total charge = 0
- M (g mol⁻¹) = 103.190
- DFT total energy (hartree) = -610.626400
- multiplicity = 1
- frontier orbital gap (Eh) = 0.3225
- HOMO energy (eV) = -8.161

# 4
Below is one molecule with the formula C7H14N5O2P in a non-equilibrium geometry, with properties calculated with ωB97M-V with the def2-TZVPD basis set.

Structure (XYZ):
```
29
Properties=species:S:1:pos:R:3:lowdin_charge:R:1
N -0.223 3.157 3.236 -0.007
C -0.706 2.357 2.104 -0.295
C 0.366 2.064 1.064 -0.210
C -0.158 1.951 -0.368 -0.206
C -1.520 1.266 -0.519 -0.212
C -1.510 0.262 -1.659 -0.143
C -0.780 -0.991 -1.340 -0.346
N -0.641 -1.855 -2.331 0.119
N 0.038 -2.957 -2.079 0.070
C 0.520 -3.096 -0.860 -0.485
P 1.457 -4.672 -0.478 0.827
O 2.115 -4.955 -1.941 -0.302
O 2.694 -4.016 0.373 -0.302
N 0.353 -2.260 0.138 0.075
N -0.329 -1.154 -0.113 0.134
H 0.733 3.453 3.098 0.051
H -0.288 2.617 4.087 0.057
H -1.110 1.423 2.471 0.106
H -1.515 2.884 1.610 0.099
H 0.931 1.180 1.335 0.102
H 1.064 2.894 1.091 0.099
H 0.599 1.451 -0.960 0.101
H -0.220 2.952 -0.771 0.108
H -2.247 2.018 -0.784 0.109
H -1.855 0.796 0.392 0.095
H -1.007 0.704 -2.508 0.120
H -2.510 -0.006 -1.966 0.119
H 2.698 -4.223 -2.212 0.061
H 3.050 -3.247 -0.109 0.056
```

Summary:
- total charge = 0
- M (g mol⁻¹) = 231.196
- DFT total energy (hartree) = -1040.696576
- multiplicity = 1
- frontier orbital gap (Eh) = 0.2985
- structure (SMILES) = NCCCCCc1nnc(P(O)O)nn1
- HOMO energy (eV) = -9.171